(1)
The following is a DFT calculation (ωB97M-V/def2-TZVPD) of a cluster of 13 separate species, C25H52BrF13N14O28S2 in total.

Geometry (Å):
C (-3.7169, -1.2620, -4.3546)
C (-3.8568, -0.6006, -2.9871)
O (-4.5809, -1.1148, -2.2220)
N (-3.1908, 0.6368, -2.6387)
C (-3.1553, 1.4602, -3.8671)
C (-1.8904, 0.4749, -2.0664)
Br (-0.5930, -0.6040, -3.1573)
C (-1.2024, 1.8560, -1.9529)
O (-2.0751, 2.8776, -1.4666)
S (-2.8498, 2.5174, -0.1080)
O (-4.2431, 2.5970, -0.3842)
O (-2.4911, 3.4770, 0.8849)
C (-2.5230, 0.8104, 0.4348)
C (-1.4968, 0.9378, 1.6063)
C (-1.2263, -0.3840, 2.3717)
C (0.2820, -0.5405, 2.5683)
F (0.7620, 0.6448, 2.9760)
F (0.7812, -0.8151, 1.3544)
C (0.6226, -1.7058, 3.5265)
F (-0.2864, -1.8761, 4.4700)
F (0.5939, -2.8081, 2.7814)
C (2.0950, -1.6539, 4.1093)
F (2.8406, -1.0979, 3.1821)
F (2.4410, -2.9133, 4.3109)
C (2.1220, -0.9489, 5.4940)
F (1.2877, 0.0389, 5.5832)
F (1.7060, -1.8318, 6.3684)
S (3.8201, -0.3388, 6.0765)
F (3.1201, 0.7740, 6.9673)
F (3.7680, -1.2823, 7.3523)
F (4.5569, -1.4553, 5.2495)
F (3.8934, 0.7117, 4.9064)
F (5.2225, 0.1590, 6.5753)
C (-1.8474, -0.1201, -0.6505)
N (-2.2937, -1.4979, -0.5140)
H (-4.5754, -1.0405, -4.9818)
H (-2.8398, -0.9389, -4.8962)
H (-3.7127, -2.3399, -4.2194)
H (-3.0735, 2.5074, -3.6339)
H (-2.3679, 1.1714, -4.5697)
H (-4.1002, 1.3665, -4.4015)
H (-0.3906, 1.7143, -1.2314)
H (-0.7400, 2.1551, -2.8859)
H (-3.4391, 0.3898, 0.8385)
H (-1.8310, 1.6681, 2.3344)
H (-0.5926, 1.3206, 1.1305)
H (-1.6474, -0.2540, 3.3699)
H (-1.6660, -1.2783, 1.9367)
H (-0.7894, -0.1155, -0.3747)
H (-3.2365, -1.5046, -0.1506)
H (-2.2770, -2.0069, -1.3873)
C (3.3965, -4.7535, 6.3899)
N (4.3095, -5.7352, 7.0389)
O (4.9400, -6.4809, 6.3190)
O (4.3580, -5.7181, 8.2557)
H (3.4559, -4.8831, 5.3166)
H (2.3913, -4.9540, 6.7504)
H (3.7251, -3.7603, 6.6808)
C (-5.0126, -1.8444, -8.8546)
N (-4.1419, -1.0521, -7.9436)
O (-3.9949, 0.1292, -8.1835)
O (-3.6324, -1.6491, -7.0119)
H (-5.3927, -1.1875, -9.6289)
H (-4.4094, -2.6366, -9.2813)
H (-5.8249, -2.2522, -8.2597)
C (2.9985, 3.9717, -3.3222)
N (1.8611, 3.0147, -3.2939)
O (0.9222, 3.2203, -4.0416)
O (1.9516, 2.0863, -2.5151)
H (2.7857, 4.7429, -4.0540)
H (3.0913, 4.3965, -2.3253)
H (3.8908, 3.4153, -3.5940)
C (-2.5036, 6.3131, -4.2214)
N (-3.0408, 5.1056, -4.9085)
O (-2.3814, 4.0834, -4.8483)
O (-4.1041, 5.2231, -5.4831)
H (-1.5586, 6.0561, -3.7574)
H (-2.3718, 7.0812, -4.9690)
H (-3.2352, 6.6123, -3.4757)
C (2.9878, 2.3873, 1.5632)
N (2.8480, 3.1749, 0.3039)
O (3.8664, 3.4742, -0.2926)
O (1.7198, 3.4623, -0.0390)
H (4.0413, 2.2034, 1.7428)
H (2.5527, 2.9739, 2.3676)
H (2.4493, 1.4555, 1.4235)
C (7.6349, 3.2715, -1.8146)
N (6.5251, 3.7953, -2.6596)
O (5.9882, 3.0211, -3.4319)
O (6.2248, 4.9648, -2.5226)
H (7.7817, 2.2332, -2.0443)
H (8.5229, 3.8524, -2.0474)
H (7.3402, 3.4025, -0.7769)
C (-1.2522, 10.9502, -3.4432)
N (-1.7785, 9.7479, -4.1472)
O (-1.1183, 8.7258, -4.0919)
O (-2.8352, 9.8713, -4.7302)
H (-0.3108, 10.6909, -2.9725)
H (-1.1143, 11.7291, -4.1874)
H (-1.9902, 11.2437, -2.7024)
C (-2.3143, -5.9171, -9.9950)
N (-3.4193, -4.9275, -9.8770)
O (-4.1445, -5.0075, -8.9080)
O (-3.5138, -4.1045, -10.7685)
H (-2.3523, -6.5806, -9.1388)
H (-2.4653, -6.4655, -10.9203)
H (-1.3807, -5.3625, -10.0171)
C (-5.3976, -3.3898, 2.2278)
N (-5.1351, -1.9294, 2.3225)
O (-6.0068, -1.2242, 2.7812)
O (-4.0464, -1.5386, 1.9295)
H (-6.3917, -3.5896, 2.6101)
H (-5.3196, -3.6714, 1.1807)
H (-4.6446, -3.8921, 2.8264)
C (-6.1532, -2.1261, 6.3616)
N (-6.5930, -3.2455, 5.4841)
O (-7.7611, -3.2858, 5.1633)
O (-5.7411, -4.0498, 5.1447)
H (-7.0105, -1.4990, 6.5766)
H (-5.7514, -2.5632, 7.2713)
H (-5.3904, -1.5703, 5.8237)
C (10.5199, -0.7294, -0.5428)
N (9.4043, 0.2563, -0.5077)
O (8.6003, 0.1688, 0.3954)
O (9.3777, 1.0893, -1.3975)
H (10.4143, -1.4007, 0.3016)
H (10.4479, -1.2702, -1.4820)
H (11.4501, -0.1717, -0.4834)
C (3.1607, -7.4785, 10.8215)
N (2.1540, -8.3737, 11.4580)
O (1.0896, -7.8835, 11.7834)
O (2.4711, -9.5369, 11.6066)
H (2.7449, -6.4801, 10.7534)
H (4.0483, -7.4871, 11.4471)
H (3.3759, -7.8758, 9.8343)

Computed properties:
Energy in eV: -231963.2779
LUMO in eV: -0.3968
HOMO-LUMO gap in eV: 8.6
M in g mol⁻¹: 1387.8

These are the Mulliken partial charges, in e, on atoms 1 to 5: -1.295 0.806 -0.541 0.745 -1.404



(2)
The following is a DFT calculation (ωB97M-V/def2-TZVPD) of a structure of composition C25H52ClIO23P3.

Geometry (Å):
C (0.1060, -5.2582, -1.4878)
C (1.2770, -4.7146, -2.3342)
P (2.2198, -3.4101, -1.3964)
C (3.9775, -3.8716, -1.7573)
C (1.7617, -1.8804, -2.2750)
P (2.5961, -1.8485, -3.8331)
O (4.0733, -1.1338, -3.6097)
Cl (1.5395, -0.3275, -4.9428)
P (1.8929, -0.5975, -1.0324)
O (3.3298, -0.9490, -0.2066)
I (2.5692, 1.5946, -2.0443)
H (-0.0925, -6.3107, -1.6939)
H (-0.8030, -4.7043, -1.7311)
H (0.3058, -5.1155, -0.4264)
H (0.9024, -4.2824, -3.2592)
H (1.9737, -5.5288, -2.5436)
H (4.1918, -4.8138, -1.2489)
H (4.6182, -3.0994, -1.3321)
H (4.2075, -3.9662, -2.8195)
H (4.1760, -0.8902, -2.6789)
H (3.0631, -1.0871, 0.7086)
C (2.2371, -3.9148, 3.3957)
O (1.9919, -4.7644, 4.5255)
C (1.3601, -5.8973, 4.2365)
O (0.9946, -6.2538, 3.1487)
O (1.1956, -6.5844, 5.3738)
C (0.5208, -7.8312, 5.2025)
H (2.7511, -3.0418, 3.7872)
H (2.8687, -4.4110, 2.6622)
H (1.3026, -3.6099, 2.9291)
H (1.0835, -8.4856, 4.5390)
H (-0.4794, -7.6756, 4.8019)
H (0.4574, -8.2749, 6.1922)
C (-0.6147, -5.2699, -9.1129)
O (0.5501, -4.5580, -8.7025)
C (0.4259, -3.2261, -8.7611)
O (-0.5577, -2.6384, -9.1352)
O (1.5604, -2.6847, -8.3486)
C (1.5733, -1.2503, -8.3441)
H (-0.3711, -6.3240, -9.0132)
H (-1.4610, -5.0253, -8.4732)
H (-0.8611, -5.0437, -10.1494)
H (0.8132, -0.8627, -7.6727)
H (1.4218, -0.8697, -9.3539)
H (2.5520, -0.9593, -7.9781)
C (-0.8281, 3.8974, -1.6696)
O (-1.5272, 4.4061, -0.5126)
C (-0.7972, 4.9865, 0.4217)
O (0.3885, 5.1551, 0.3985)
O (-1.6093, 5.3499, 1.4200)
C (-0.9431, 5.9909, 2.5132)
H (-1.6175, 3.4781, -2.2874)
H (-0.3197, 4.6885, -2.2167)
H (-0.1311, 3.0940, -1.4161)
H (-0.4562, 6.9061, 2.1823)
H (-0.2103, 5.3226, 2.9613)
H (-1.7176, 6.2288, 3.2375)
C (-2.5159, -2.5796, -0.6534)
O (-1.8171, -1.5381, 0.0330)
C (-2.4871, -0.3909, 0.1292)
O (-3.5950, -0.1781, -0.2940)
O (-1.7144, 0.4755, 0.7765)
C (-2.2659, 1.7849, 0.9421)
H (-1.8464, -3.4353, -0.6560)
H (-3.4384, -2.8321, -0.1319)
H (-2.7337, -2.2828, -1.6770)
H (-3.1774, 1.7545, 1.5382)
H (-2.4663, 2.2375, -0.0226)
H (-1.5068, 2.3576, 1.4665)
C (-1.4983, -2.8057, 2.7809)
O (-2.0587, -4.0762, 3.1495)
C (-2.6389, -4.1001, 4.3414)
O (-2.7315, -3.1784, 5.1110)
O (-3.1129, -5.3333, 4.5528)
C (-3.7668, -5.4983, 5.8108)
H (-1.0579, -2.9353, 1.8014)
H (-2.2736, -2.0443, 2.7404)
H (-0.7254, -2.5135, 3.4897)
H (-4.6269, -4.8354, 5.8879)
H (-3.0783, -5.3031, 6.6312)
H (-4.0949, -6.5333, 5.8431)
C (-5.0817, 6.1905, 2.5797)
O (-4.7456, 7.1703, 3.5699)
C (-5.6886, 8.0818, 3.7879)
O (-6.7587, 8.1418, 3.2409)
O (-5.2450, 8.9254, 4.7229)
C (-6.1659, 9.9658, 5.0563)
H (-4.2266, 5.5251, 2.5072)
H (-5.9625, 5.6259, 2.8787)
H (-5.2524, 6.6621, 1.6143)
H (-7.0902, 9.5487, 5.4516)
H (-6.3828, 10.5807, 4.1848)
H (-5.6757, 10.5649, 5.8180)
C (3.6514, 4.9772, -1.1371)
O (5.0274, 4.6733, -0.8415)
C (5.7998, 5.7246, -0.6500)
O (5.4746, 6.8854, -0.7022)
O (7.0418, 5.2928, -0.3799)
C (7.9844, 6.3362, -0.1520)
H (3.1351, 4.0200, -1.2607)
H (3.1944, 5.5202, -0.3265)
H (3.5890, 5.5506, -2.0621)
H (7.6923, 6.9417, 0.7049)
H (8.0799, 6.9708, -1.0318)
H (8.9318, 5.8443, 0.0511)

Computed properties:
Energy in eV: -122354.1585
Net charge: -1
LUMO in eV: 1.9049
HOMO-LUMO gap in eV: 6.4
M in g mol⁻¹: 975.9

These are the Mulliken partial charges, in e, on atoms 1 to 5: -0.805 -0.730 0.457 -1.458 -0.184



(3)
The following is a DFT calculation (ωB97M-V/def2-TZVPD) of a structure of composition C25H52FN8O3OsP2Se2.

Geometry (Å):
Os (0.4541, -0.9858, -0.7204)
C (1.7718, 5.0181, -0.5244)
N (2.1464, 3.6513, -0.1400)
C (3.5885, 3.4796, 0.0524)
P (1.1004, 2.6066, 0.5257)
O (1.4945, 1.1665, 0.4064)
O (-0.2884, 2.8816, -0.2863)
P (-1.1420, 1.8932, -1.2164)
O (-1.0402, 0.5183, -0.5858)
N (-0.4522, 1.9765, -2.6869)
C (-0.8966, 1.0067, -3.6962)
C (0.0083, 3.2493, -3.2650)
N (-2.6798, 2.3828, -1.2210)
C (-3.4690, 2.2755, 0.0134)
C (-3.1764, 3.4141, -2.1401)
N (0.7322, 3.0309, 2.0592)
C (1.0182, 4.3494, 2.6265)
C (-0.3729, 2.3394, 2.7152)
H (2.2371, 5.7451, 0.1435)
H (0.6935, 5.1539, -0.4854)
H (2.1174, 5.2169, -1.5394)
H (3.9552, 4.1224, 0.8565)
H (4.1087, 3.7473, -0.8675)
H (3.8186, 2.4475, 0.3003)
H (-1.8891, 1.2421, -4.0894)
H (-0.9153, -0.0009, -3.2769)
H (-0.1864, 1.0228, -4.5223)
H (0.0014, 4.0412, -2.5205)
H (-0.6342, 3.5469, -4.0945)
H (1.0264, 3.1298, -3.6380)
H (-3.0357, 1.5287, 0.6761)
H (-4.4848, 1.9710, -0.2360)
H (-3.5067, 3.2372, 0.5296)
H (-2.6319, 3.3928, -3.0797)
H (-3.0966, 4.4095, -1.6983)
H (-4.2245, 3.2101, -2.3537)
H (1.8982, 4.7846, 2.1626)
H (1.2231, 4.2373, 3.6912)
H (0.1724, 5.0310, 2.5059)
H (-0.5769, 1.3892, 2.2183)
H (-1.2836, 2.9451, 2.6896)
H (-0.1235, 2.1432, 3.7598)
C (3.9498, -0.0343, -1.6549)
Se (2.2105, -0.1505, -2.5203)
C (2.4401, -1.9081, -3.3330)
C (2.8543, -3.0246, -2.3803)
Se (2.2465, -2.8543, -0.5063)
C (1.9025, -4.7469, -0.1924)
H (4.6674, 0.3211, -2.3895)
H (4.2523, -0.9985, -1.2585)
H (3.8425, 0.6805, -0.8472)
H (3.1838, -1.8062, -4.1219)
H (1.4810, -2.1226, -3.8043)
H (3.9357, -3.1230, -2.3253)
H (2.4470, -3.9737, -2.7265)
H (1.1271, -5.1105, -0.8605)
H (1.6119, -4.8623, 0.8483)
H (2.8418, -5.2649, -0.3677)
F (1.0959, -0.7621, 8.2300)
C (1.1963, -0.6977, 6.9379)
C (0.1174, -1.1876, 6.1761)
C (0.2234, -1.1205, 4.8240)
C (1.4016, -0.5698, 4.2049)
C (1.5177, -0.5026, 2.8558)
C (2.4689, -0.0859, 5.0441)
C (2.3697, -0.1433, 6.3987)
H (-0.7425, -1.5979, 6.6869)
H (-0.5771, -1.4852, 4.1925)
H (2.3993, -0.0912, 2.3816)
H (0.7375, -0.8541, 2.1807)
H (3.3528, 0.3279, 4.5752)
H (3.1440, 0.2065, 7.0674)
C (-2.7866, -1.7013, -1.0169)
N (-1.4452, -2.3894, -0.9062)
C (-1.5320, -3.2916, 0.2923)
N (-2.6114, -4.2378, 0.1908)
C (-3.8776, -3.5061, 0.0639)
N (-3.8648, -2.6480, -1.1219)
C (-3.6684, -3.4870, -2.3074)
N (-2.3997, -4.2200, -2.2192)
C (-1.3230, -3.2725, -2.1191)
C (-2.4229, -5.0542, -1.0147)
H (-2.7609, -1.0614, -1.8999)
H (-2.9141, -1.0793, -0.1319)
H (-1.6813, -2.6552, 1.1694)
H (-0.5824, -3.8224, 0.3873)
H (-4.0335, -2.8945, 0.9543)
H (-4.6943, -4.2216, -0.0179)
H (-3.6641, -2.8611, -3.2011)
H (-4.4876, -4.2001, -2.3841)
H (-1.3177, -2.6251, -3.0002)
H (-0.3670, -3.8010, -2.0543)
H (-1.4842, -5.6067, -0.9354)
H (-3.2397, -5.7699, -1.0913)

Computed properties:
2S+1: 5
Energy in eV: -199263.9593
Expectation value of S²: 6.013
Net charge: +3
LUMO (alpha / beta) in eV: -9.9824 / -9.9820
HOMO-LUMO gap (alpha / beta) in eV: 4.7 / 5.6
M in g mol⁻¹: 941.8

These are the Mulliken partial charges, in e, on atoms 1 to 5: 3.427 -1.159 0.449 -0.847 0.310



(4)
The following is a DFT calculation (ωB97M-V/def2-TZVPD) of a cluster of 9 separate species, C25H52NO14P in total.

Geometry (Å):
C (-4.3274, 0.9333, -1.1769)
C (-3.1229, 0.8623, -1.7258)
C (-1.6066, 0.8825, -2.2324)
C (-0.5194, 0.6603, -1.3054)
P (-0.6860, 0.3323, 0.5486)
O (0.4904, -0.5809, 1.0074)
O (-0.5316, 1.8062, 1.4593)
O (-2.1666, -0.3825, 1.0210)
C (0.9808, 0.7465, -1.9540)
O (1.9204, -0.0438, -1.6172)
C (1.1582, 1.9399, -3.0600)
O (2.3278, 2.7956, -3.1386)
C (1.8910, 4.0264, -2.4985)
N (1.4440, 5.0623, -1.9998)
C (0.0595, 2.1762, -3.9880)
C (-1.2376, 1.1984, -3.7964)
O (-1.8783, 0.7334, -4.7878)
H (-5.3230, 1.1060, -0.6371)
H (-1.4261, 2.1788, 1.6626)
H (-2.1541, -0.3156, 2.0220)
H (0.1146, 3.0210, -4.7628)
C (4.5691, -1.0689, -4.2456)
C (5.6188, -0.1227, -3.6990)
O (5.6690, 1.0613, -4.4864)
H (4.7911, -1.3309, -5.2841)
H (4.5238, -1.9854, -3.6523)
H (3.5814, -0.5963, -4.2404)
H (6.6059, -0.5898, -3.7262)
H (5.3957, 0.1533, -2.6635)
H (4.7939, 1.4734, -4.4498)
C (-8.8349, 1.0775, -2.9344)
C (-7.6841, 1.6463, -2.1296)
O (-8.0700, 1.8006, -0.7686)
H (-9.7072, 1.7344, -2.8739)
H (-8.5555, 0.9577, -3.9840)
H (-9.1407, 0.1044, -2.5382)
H (-7.3962, 2.6277, -2.5147)
H (-6.8113, 0.9882, -2.1748)
H (-8.3152, 0.9257, -0.4334)
C (4.2558, -0.2694, 0.9545)
C (5.1150, 0.9704, 0.8116)
O (5.6896, 1.3151, 2.0660)
H (3.4605, -0.1034, 1.6866)
H (3.8036, -0.5428, -0.0017)
H (4.8512, -1.1135, 1.3167)
H (4.5127, 1.8161, 0.4708)
H (5.9209, 0.8071, 0.0891)
H (6.2281, 0.5649, 2.3563)
C (2.7425, -1.1968, 4.5776)
C (1.9859, 0.0642, 4.2099)
O (1.0719, 0.4037, 5.2460)
H (2.0491, -2.0270, 4.7402)
H (3.4461, -1.4741, 3.7883)
H (3.2971, -1.0573, 5.5105)
H (1.4168, -0.0873, 3.2891)
H (2.6721, 0.9034, 4.0576)
H (1.5871, 0.5438, 6.0567)
C (-7.4054, 6.8393, -3.4830)
C (-7.1945, 5.3388, -3.4622)
O (-6.2011, 4.9722, -4.4110)
H (-7.7122, 7.1700, -4.4792)
H (-8.1707, 7.1361, -2.7614)
H (-6.4751, 7.3642, -3.2454)
H (-8.1201, 4.8190, -3.7213)
H (-6.8750, 5.0015, -2.4709)
H (-5.3831, 5.4300, -4.1690)
C (0.0750, -5.1304, 0.4842)
C (-0.8812, -3.9954, 0.1764)
O (-0.7482, -2.9673, 1.1473)
H (-0.1228, -5.5399, 1.4788)
H (-0.0200, -5.9322, -0.2530)
H (1.1098, -4.7749, 0.4859)
H (-1.9147, -4.3500, 0.1972)
H (-0.6810, -3.5722, -0.8137)
H (0.1675, -2.6518, 1.1165)
C (3.5409, -4.8654, -1.3717)
C (4.5900, -3.9164, -0.8281)
O (4.6365, -2.7350, -1.6175)
H (3.7623, -5.1285, -2.4099)
H (3.4974, -5.7815, -0.7770)
H (2.5530, -4.3947, -1.3658)
H (5.5780, -4.3820, -0.8561)
H (4.3681, -3.6390, 0.2074)
H (3.7596, -2.3240, -1.5803)
C (0.7607, -2.2551, 9.0275)
C (0.9070, -1.4271, 7.7666)
O (1.9752, -0.4996, 7.9124)
H (0.5693, -1.6107, 9.8901)
H (-0.0605, -2.9698, 8.9318)
H (1.6830, -2.8049, 9.2389)
H (-0.0079, -0.8634, 7.5712)
H (1.1109, -2.0644, 6.9012)
H (2.7828, -1.0080, 8.0764)

Computed properties:
SMILES: C#CC1=C(P(=O)(O)O)C(=O)C(OC#N)=CC1=O.CCO.CCO.CCO.CCO.CCO.CCO.CCO.CCO
Energy in eV: -66201.7358
LUMO in eV: -2.6320
HOMO-LUMO gap in eV: 7.0
M in g mol⁻¹: 621.7

These are the Mulliken partial charges, in e, on atoms 1 to 5: -0.082 -0.794 0.567 0.602 0.843